C6H9NO2 as an isolated structure in a non-equilibrium geometry, computed with ωB97M-V/def2-TZVPD.

Each line ends with the Mulliken charge.
Element x y z (Å)
1 C -1.59990 -0.44588 0.45203  -0.59
2 C -0.58291 -1.51838 0.70833  -0.45
3 C 0.92739 2.34637 -0.05089  -1.04
4 N -0.84820 0.67125 -0.15423  0.11
5 C -0.03965 1.44748 0.66933  0.70
6 O -0.56073 0.56514 -1.46045  -0.52
7 C 0.54918 -1.70272 -0.72894  -0.58
8 C 1.51414 -2.35023 -1.06130  -0.06
9 O -0.07922 1.30240 1.87590  -0.64
10 H 0.11088 -0.49066 -1.47456  0.39
11 H -2.07407 -0.09561 1.36831  0.34
12 H -2.34936 -0.73504 -0.28250  0.30
13 H 0.08462 -1.29347 1.53032  0.35
14 H -0.95694 -2.53077 0.66383  0.39
15 H 1.65679 1.74533 -0.59774  0.25
16 H 0.39913 2.96204 -0.78070  0.31
17 H 1.44389 2.96460 0.67979  0.32
18 H 2.40496 -2.84186 -1.35654  0.40

Output
**F_max**: 3.87 eV Å⁻¹
**LUMO (alpha / beta)**: -0.0112 / -0.0112 Ha
**Frontier orbital gap (alpha / beta)**: 0.301 / 0.301 hartree
**HOMO (alpha / beta)**: -8.50 / -8.50 eV
**Spin multiplicity**: 1
**Energy above the lowest of the compared OMol25 structures with the same formula, charge and spin**: 555.38 kJ/mol

***

C53H64N5P2SbSe2Zn as an isolated structure, computed with ωB97M-V/def2-TZVPD.

Each line ends with the Mulliken charge.
Element x y z (Å)
1 Zn -0.50856 -0.50864 -0.90268  0.26
2 C -3.49258 -3.48339 1.75052  -1.58
3 C -3.70325 -3.01110 0.30854  1.64
4 C -5.19651 -2.93679 -0.01709  -1.66
5 C -2.93636 -3.91749 -0.65092  0.61
6 C -3.27146 -5.26953 -0.66983  -0.63
7 C -2.52874 -6.18275 -1.39068  -1.52
8 C -1.39448 -5.74620 -2.05571  -1.20
9 C -1.01680 -4.40757 -2.07493  0.72
10 C 0.28483 -4.07989 -2.78443  0.53
11 C 0.10658 -3.16312 -3.99330  -1.24
12 C 1.33583 -3.54967 -1.81132  -1.42
13 C -1.85069 -3.47667 -1.43204  -0.57
14 N -1.68308 -2.05582 -1.59439  1.46
15 C -2.74966 -1.43829 -2.02861  -0.09
16 C -2.91301 -0.03473 -1.99290  0.26
17 C -4.03622 0.72498 -2.31397  -1.59
18 C -3.72292 2.03781 -1.96105  -0.72
19 C -2.41679 2.02058 -1.43990  -1.07
20 N -1.91874 0.77607 -1.47362  1.76
21 C -1.60188 3.18088 -0.91641  3.07
22 C -0.38820 3.42251 -1.82593  -1.47
23 C -2.45120 4.44967 -0.87343  -2.60
24 C -1.10423 2.84576 0.49408  -1.70
25 H -4.03365 -2.83299 2.44092  0.46
26 H -2.43841 -3.44528 2.02156  0.35
27 H -3.85232 -4.50605 1.88963  0.34
28 H -3.29565 -2.00369 0.26223  -0.35
29 H -5.69051 -3.89420 0.16807  0.34
30 H -5.37654 -2.66982 -1.06121  0.31
31 H -5.68101 -2.18708 0.61147  0.43
32 H -4.12103 -5.60818 -0.08819  0.38
33 H -2.80987 -7.22783 -1.41345  0.37
34 H -0.76965 -6.46349 -2.57515  0.39
35 H 0.66246 -5.03753 -3.14988  0.75
36 H -0.21148 -2.17213 -3.67101  -0.47
37 H -0.64884 -3.55239 -4.67906  0.41
38 H 1.04755 -3.06048 -4.54071  0.51
39 H 1.06893 -2.56853 -1.42247  -0.34
40 H 2.30494 -3.44110 -2.30414  0.51
41 H 1.45558 -4.22990 -0.96466  0.46
42 H -3.58569 -2.02592 -2.40777  0.74
43 H -4.96569 0.34877 -2.71470  0.59
44 H -4.36231 2.90098 -2.05036  0.60
45 H -0.70666 3.70346 -2.83257  0.42
46 H 0.23151 2.52607 -1.89401  -0.23
47 H 0.22850 4.23212 -1.42406  0.50
48 H -2.83345 4.70627 -1.86352  0.45
49 H -1.84281 5.28563 -0.52116  0.44
50 H -3.30082 4.33724 -0.19601  0.44
51 H -0.38248 2.02709 0.46098  -0.08
52 H -1.92989 2.54447 1.14406  0.40
53 H -0.60687 3.71489 0.93416  0.54
54 Se 2.21678 -2.39045 5.03209  -0.38
55 P 1.09923 -0.62257 4.81077  0.69
56 C 2.15916 0.84818 4.99715  0.48
57 C 1.76074 1.99735 5.67532  -0.16
58 C 2.63445 3.07082 5.80280  -0.94
59 C 3.90703 3.00561 5.25710  -0.65
60 C 4.31692 1.85565 4.59498  -0.66
61 C 3.45211 0.78034 4.47560  -0.41
62 C -0.28135 -0.40306 5.96467  0.53
63 C -0.38837 -1.24504 7.06013  -0.77
64 C -1.43716 -1.08280 7.95964  -0.65
65 C -2.37838 -0.08735 7.75786  -0.52
66 C -2.28084 0.75108 6.65183  -0.81
67 C -1.23939 0.59060 5.75591  -0.20
68 C 0.27917 -0.50911 3.19106  0.94
69 C 0.66747 -0.27394 1.88140  -1.51
70 N -0.37182 -0.63308 1.11119  1.17
71 N -1.36629 -1.03337 1.88389  -0.76
72 N -0.99326 -0.98098 3.14160  -0.61
73 P 2.14897 0.26148 1.05838  -0.31
74 Se 1.90612 0.23411 -1.09650  -0.23
75 C 2.51601 1.93889 1.58597  1.05
76 C 1.63202 2.62794 2.40813  -0.22
77 C 1.88805 3.94956 2.74489  -0.81
78 C 3.02330 4.58015 2.26179  -0.83
79 C 3.90156 3.89853 1.42542  -1.06
80 C 3.64378 2.58437 1.07393  -0.42
81 C 3.46485 -0.85227 1.57053  1.19
82 C 3.18528 -2.21609 1.51727  -0.42
83 C 4.16327 -3.13328 1.85870  -0.76
84 C 5.41752 -2.69367 2.25987  -0.74
85 C 5.69585 -1.33585 2.32049  -0.63
86 C 4.72113 -0.41097 1.97431  -0.65
87 H 0.77916 2.05715 6.12186  0.41
88 H 2.31835 3.95653 6.33915  0.44
89 H 4.58488 3.84340 5.36181  0.42
90 H 5.31650 1.79132 4.18316  0.50
91 H 3.78326 -0.13633 4.00574  0.57
92 H 0.34861 -2.02651 7.19847  0.36
93 H -1.51961 -1.74360 8.81286  0.40
94 H -3.19765 0.03385 8.45531  0.39
95 H -3.02641 1.51695 6.48202  0.44
96 H -1.18685 1.22133 4.87576  0.42
97 H 0.74452 2.13595 2.78274  0.64
98 H 1.19819 4.48177 3.38683  0.53
99 H 3.22221 5.61071 2.52671  0.46
100 H 4.77886 4.39755 1.03486  0.44
101 H 4.30396 2.06829 0.38709  0.65
102 H 2.20005 -2.56019 1.22428  0.46
103 H 3.93811 -4.19119 1.83163  0.43
104 H 6.17842 -3.41164 2.53685  0.41
105 H 6.67035 -0.99371 2.64402  0.46
106 H 4.93648 0.64753 2.04208  0.49
107 C -0.73654 0.46869 -7.89341  -1.13
108 C -0.47109 -0.42407 -6.68141  -0.85
109 Sb -0.51549 0.49752 -4.72003  0.08
110 C -1.65224 2.26561 -5.22336  -0.36
111 C -0.89014 3.45485 -5.80445  -1.25
112 C 1.48261 1.34448 -4.71510  -0.55
113 C 2.18018 1.54122 -6.06068  -1.26
114 H -0.74234 -0.11565 -8.81775  0.39
115 H 0.02499 1.24047 -8.00320  0.18
116 H -1.70364 0.96848 -7.82356  0.29
117 H 0.50410 -0.90999 -6.76239  0.43
118 H -1.20739 -1.22870 -6.63003  0.48
119 H -2.16733 2.53853 -4.30079  0.18
120 H -2.42781 1.92828 -5.91441  0.60
121 H -0.05817 3.75811 -5.16667  0.27
122 H -1.54439 4.32411 -5.91528  0.39
123 H -0.48145 3.22920 -6.78962  0.28
124 H 2.06935 0.67906 -4.07797  0.55
125 H 1.40452 2.29200 -4.17652  0.24
126 H 2.27682 0.60144 -6.60707  0.31
127 H 3.18885 1.94212 -5.92829  0.40
128 H 1.63561 2.23734 -6.69839  0.16

Output
**F_max**: 0.67 eV Å⁻¹
**LUMO**: -0.0029 Ha
**Frontier orbital gap**: 0.270 hartree
**HOMO**: -7.44 eV
**Spin multiplicity**: 1

***

The molecule C3H5FS in a non-equilibrium geometry, computed with ωB97M-V/def2-TZVPD.

Each line ends with the Mulliken charge.
Element x y z (Å)
1 C 0.79781 -0.33651 0.78950  -0.45
2 C -0.52813 -0.30904 0.01927  0.40
3 C -1.43611 0.64733 -0.29669  -0.57
4 H 2.16345 0.92702 -1.21612  0.15
5 H 0.71983 -1.56968 1.10726  0.26
6 H 1.01411 0.43763 1.60279  0.30
7 H -2.36907 -0.02091 -0.83947  0.16
8 H -1.74072 1.88844 -0.24790  0.23
9 F -0.80814 -1.41827 -0.48034  -0.24
10 S 2.18697 -0.24600 -0.43830  -0.25

Output
**F_max**: 7.13 eV Å⁻¹
**SMILES**: C=C(F)CS
**LUMO**: 0.0299 Ha
**Frontier orbital gap**: 0.365 hartree
**HOMO**: -9.12 eV
**Spin multiplicity**: 1
**Energy above the lowest of the compared OMol25 structures with the same formula, charge and spin**: 285.60 kJ/mol